No. 1
146
Properties=species:S:1:pos:R:3:forces:R:3 method="wB97M-V/def2-TZVPD" gap_ev="5.92 / 5.77" homo_energy_ha="-0.2718 / -0.2705" spin_multiplicity=2 s_squared=0.790
Fe -0.360 -0.131 -0.006 -0.90 -1.32 -0.62
C -2.200 2.352 -6.866 -0.01 -0.09 0.11
C -2.246 0.817 -6.870 0.09 0.01 -0.17
C -3.560 0.243 -7.450 0.06 0.01 0.08
C -1.093 0.332 -7.758 -0.02 -0.03 0.14
C -2.025 0.251 -5.466 0.13 -0.05 -0.13
O -1.176 -0.595 -5.256 -0.06 0.08 -0.01
N -2.771 0.658 -4.372 -0.12 -0.04 0.30
C -3.743 1.617 -4.031 -0.12 0.05 0.03
C -4.774 2.042 -4.867 0.01 -0.05 -0.01
C -5.729 2.941 -4.419 0.01 -0.01 0.00
C -5.686 3.434 -3.126 -0.05 0.01 0.01
C -4.685 2.996 -2.275 0.07 0.02 -0.07
C -3.719 2.093 -2.703 -0.08 -0.01 -0.19
C -2.703 1.576 -1.748 -0.22 -0.14 0.37
C -3.153 0.770 -0.695 0.57 0.11 -0.39
C -4.524 0.440 -0.452 -0.36 -0.30 0.46
C -4.545 -0.362 0.645 -0.35 0.30 -0.46
C -3.186 -0.543 1.051 0.53 -0.30 0.12
N -2.353 0.160 0.228 0.52 -0.11 -0.06
C -2.793 -1.421 2.068 -0.23 0.14 -0.26
C -1.478 -1.752 2.356 0.11 0.02 0.02
C -1.089 -2.787 3.282 -0.04 0.00 0.02
C 0.234 -2.989 3.110 -0.01 -0.06 -0.02
C 0.672 -2.051 2.108 -0.17 0.07 -0.13
C 1.957 -1.976 1.605 0.31 0.16 -0.48
C 2.422 -0.952 0.759 -0.49 -0.32 0.36
N 1.643 -0.035 0.115 -0.66 -0.13 -0.03
C 2.501 0.811 -0.537 -0.48 0.36 -0.22
C 2.113 1.849 -1.397 0.25 -0.40 0.12
C 0.795 2.112 -1.742 -0.05 -0.10 -0.03
C 0.393 3.048 -2.760 -0.03 -0.04 -0.10
C -0.945 2.921 -2.903 0.00 0.00 0.01
C -1.375 1.930 -1.952 0.01 0.23 0.08
N -0.304 1.463 -1.255 -0.08 -0.82 0.73
C 3.172 2.650 -2.075 0.21 0.05 -0.18
C 3.371 3.977 -1.709 0.05 -0.13 0.08
C 4.331 4.756 -2.331 0.07 0.20 0.03
C 5.109 4.210 -3.337 -0.14 -0.05 0.06
C 4.919 2.897 -3.736 0.12 -0.01 -0.04
C 3.950 2.105 -3.119 -0.12 0.21 0.00
N 3.697 0.788 -3.517 -0.01 0.15 0.15
C 4.315 0.047 -4.495 -0.03 -0.11 -0.09
O 5.155 0.501 -5.248 -0.02 -0.02 0.07
C 3.861 -1.416 -4.534 0.04 -0.06 -0.06
C 4.163 -2.061 -3.174 -0.01 0.03 -0.07
C 2.362 -1.502 -4.852 0.08 0.05 0.08
C 4.659 -2.137 -5.621 -0.04 0.15 0.07
C 3.850 0.432 -0.268 0.30 -0.34 0.31
C 3.801 -0.679 0.519 0.31 0.26 -0.44
C 2.893 -3.103 1.891 0.03 -0.13 -0.04
C 3.628 -3.130 3.069 0.04 0.00 -0.09
C 4.516 -4.158 3.341 0.04 0.07 0.16
C 4.676 -5.170 2.414 -0.01 -0.06 -0.01
C 3.954 -5.164 1.232 0.13 0.04 -0.04
C 3.038 -4.153 0.951 0.12 -0.01 0.30
N 2.321 -4.093 -0.251 -0.14 0.60 0.27
C 1.950 -4.954 -1.269 0.00 -0.15 -0.21
O 1.725 -4.451 -2.353 -0.01 0.05 0.04
C 1.748 -6.461 -1.067 -0.08 -0.07 -0.02
C 1.363 -6.842 0.364 0.02 0.07 -0.05
C 3.017 -7.175 -1.560 -0.02 0.09 0.02
C 0.582 -6.872 -1.982 0.02 0.11 -0.01
N -0.379 -1.273 1.711 0.00 0.58 -0.99
C -3.879 -2.152 2.791 -0.05 -0.08 0.11
C -4.564 -1.493 3.801 0.00 -0.05 -0.03
C -5.581 -2.113 4.509 -0.01 0.06 0.07
C -5.917 -3.415 4.188 -0.02 0.05 -0.04
C -5.257 -4.090 3.172 -0.08 -0.04 0.04
C -4.226 -3.482 2.458 -0.01 -0.03 0.14
N -3.494 -4.074 1.412 0.02 0.54 -0.01
C -3.149 -5.323 0.935 0.15 -0.24 -0.11
O -2.203 -5.371 0.168 -0.10 0.03 0.07
C -3.912 -6.590 1.314 -0.02 -0.22 -0.04
C -5.408 -6.457 0.963 0.07 0.06 -0.05
C -3.340 -7.747 0.483 0.06 0.14 0.03
C -3.648 -6.916 2.793 0.05 0.13 -0.01
H -2.287 2.714 -7.892 0.00 0.00 -0.01
H -1.240 2.687 -6.470 0.01 0.03 -0.01
H -2.987 2.812 -6.277 -0.03 0.06 -0.01
H -4.030 0.964 -8.121 -0.03 0.00 0.00
H -4.274 -0.040 -6.678 -0.05 0.03 -0.04
H -3.343 -0.658 -8.022 -0.02 -0.02 0.01
H -1.286 0.627 -8.791 -0.01 0.04 -0.01
H -1.003 -0.751 -7.706 0.02 0.00 -0.05
H -0.145 0.764 -7.438 0.02 -0.01 -0.02
H -2.372 0.223 -3.548 0.06 -0.12 -0.09
H -4.859 1.654 -5.867 0.04 0.01 -0.01
H -6.525 3.236 -5.091 0.01 0.04 -0.01
H -6.436 4.131 -2.778 0.02 0.02 0.00
H -4.638 3.357 -1.255 -0.01 -0.01 0.02
H -5.367 0.775 -1.031 0.00 0.01 -0.05
H -5.407 -0.810 1.109 0.02 0.00 0.06
H -1.760 -3.292 3.958 0.00 -0.02 0.00
H 0.874 -3.690 3.619 0.00 -0.04 -0.03
H 1.058 3.691 -3.310 0.03 0.01 0.03
H -1.599 3.458 -3.571 0.00 0.00 -0.02
H 2.767 4.396 -0.914 -0.04 -0.03 0.01
H 4.474 5.786 -2.029 -0.02 0.00 0.02
H 5.862 4.810 -3.830 0.02 -0.01 0.00
H 5.513 2.474 -4.529 -0.03 0.00 -0.01
H 2.985 0.319 -2.981 0.00 -0.13 -0.04
H 3.514 -1.677 -2.387 -0.03 -0.02 0.08
H 5.202 -1.888 -2.884 -0.01 0.00 0.02
H 3.993 -3.134 -3.244 -0.06 -0.08 0.05
H 1.741 -0.999 -4.108 -0.04 -0.01 -0.01
H 2.056 -2.547 -4.865 -0.03 -0.05 0.00
H 2.147 -1.061 -5.827 -0.03 0.00 0.00
H 5.724 -2.113 -5.389 0.01 -0.03 -0.05
H 4.514 -1.651 -6.585 0.03 -0.04 -0.03
H 4.331 -3.174 -5.689 -0.01 -0.01 0.02
H 4.729 0.936 -0.635 -0.01 0.06 -0.02
H 4.628 -1.252 0.906 0.00 -0.01 0.04
H 3.504 -2.315 3.772 -0.02 0.02 0.01
H 5.088 -4.157 4.259 -0.01 0.00 0.02
H 5.379 -5.971 2.601 0.01 -0.01 -0.02
H 4.132 -5.949 0.514 -0.04 0.10 0.05
H 2.084 -3.145 -0.523 0.00 0.00 -0.13
H 2.133 -6.616 1.096 -0.04 -0.09 0.04
H 1.164 -7.914 0.403 -0.03 -0.01 0.00
H 0.450 -6.313 0.647 -0.02 -0.02 0.04
H 3.917 -6.832 -1.049 0.00 -0.12 -0.10
H 3.150 -6.987 -2.626 0.01 -0.01 0.00
H 2.925 -8.251 -1.405 -0.02 -0.01 0.01
H -0.359 -6.487 -1.587 -0.04 -0.01 -0.02
H 0.521 -7.960 -2.043 0.01 -0.03 0.09
H 0.723 -6.470 -2.983 0.01 -0.05 -0.02
H -4.277 -0.475 4.031 -0.01 0.02 0.01
H -6.100 -1.586 5.298 0.00 0.00 0.00
H -6.713 -3.917 4.722 0.00 -0.03 0.00
H -5.572 -5.095 2.951 0.03 0.09 -0.01
H -2.873 -3.396 0.983 0.07 -0.12 -0.07
H -5.570 -6.788 -0.063 -0.01 0.02 -0.01
H -5.775 -5.435 1.029 -0.05 -0.04 -0.01
H -6.010 -7.091 1.616 -0.03 0.00 0.01
H -3.426 -7.529 -0.580 0.01 -0.05 -0.01
H -3.893 -8.661 0.706 -0.03 0.00 0.03
H -2.286 -7.903 0.708 0.00 -0.04 -0.01
H -3.947 -6.121 3.473 0.04 -0.07 0.04
H -2.582 -7.095 2.940 0.01 -0.02 0.01
H -4.186 -7.825 3.067 -0.01 -0.01 0.00
C -1.301 -2.533 -1.912 -1.18 0.27 0.35
O -0.634 -1.566 -1.181 2.22 1.55 0.94
H -0.703 -2.830 -2.776 0.12 0.14 -0.02
H -2.271 -2.154 -2.278 0.00 -0.18 -0.08
H -1.493 -3.427 -1.307 -0.03 -0.03 0.00

No. 2
116
Properties=species:S:1:pos:R:3:forces:R:3 method="wB97M-V/def2-TZVPD" charge=+1 gap_ev=5.45 homo_energy_ha=-0.3794 spin_multiplicity=1
C 3.052 -0.945 2.863 -0.35 0.44 -0.26
C 2.532 -0.197 1.605 0.33 -0.80 -0.53
N 1.253 -0.808 1.122 -0.10 0.50 0.38
C 0.245 0.103 0.851 -0.21 -0.65 0.53
C -0.911 0.273 1.621 -0.39 0.99 -0.09
C -1.091 -0.562 2.886 -0.04 -1.33 0.11
O -1.018 -1.760 2.812 -0.04 0.71 -0.26
O -1.374 0.007 4.093 0.67 0.36 -0.76
C -0.455 1.025 4.465 0.32 1.07 0.49
C -1.127 1.971 5.485 -0.57 -0.56 0.18
O -2.137 1.722 6.055 0.89 0.43 -0.48
Cl -0.224 3.510 5.709 -0.26 -0.72 -0.13
C -1.906 1.212 1.221 0.10 0.08 0.37
C -3.138 1.337 2.110 -0.22 -0.15 0.10
C -4.016 0.035 2.032 0.34 1.05 0.10
C -5.506 0.366 2.267 0.25 -0.89 -0.18
C -6.305 -0.958 2.179 -0.16 0.34 1.39
C -7.798 -0.801 2.582 0.65 0.22 -1.77
C -8.556 -0.087 1.414 -0.54 -0.31 0.87
C -10.059 -0.522 1.437 0.44 0.37 -0.54
S -11.130 0.808 2.125 -0.10 -0.68 -0.88
C -11.884 1.496 0.685 0.15 0.15 0.89
N -12.562 2.582 0.795 0.02 0.03 0.17
N -13.051 2.847 -0.466 -0.10 0.36 -0.14
C -12.619 1.925 -1.238 -0.80 0.83 0.08
O -11.874 1.000 -0.572 0.31 -0.38 -0.36
C -1.727 1.971 0.054 -0.10 0.39 0.03
P -3.103 3.122 -0.412 -1.82 -0.37 0.32
C -2.816 4.839 0.218 0.16 0.11 0.01
C -3.487 3.083 -2.217 1.57 0.15 -0.67
N -0.546 1.800 -0.648 0.09 -0.91 -0.64
S -0.213 2.740 -2.065 0.27 1.69 -0.34
C 0.376 0.918 -0.271 0.22 -0.42 0.46
F 1.467 0.795 -0.985 -0.24 0.18 -0.22
H 4.123 -1.167 2.782 -0.30 0.26 0.17
H 2.836 -0.306 3.731 0.33 -0.44 -0.02
H 2.541 -1.910 3.005 0.13 0.31 -0.10
H 2.347 0.871 1.802 0.21 -0.29 0.08
H 3.254 -0.272 0.778 -0.12 0.13 0.37
H 0.928 -1.564 1.715 0.01 0.13 -0.02
H 0.447 0.577 4.920 -0.37 0.17 -0.01
H -0.114 1.667 3.635 -0.24 -0.36 0.02
H -2.801 1.544 3.138 -0.23 -0.20 -0.33
H -3.788 2.173 1.834 0.47 -0.16 -0.17
H -3.690 -0.674 2.807 -0.08 0.03 -0.37
H -3.830 -0.397 1.033 -0.37 -0.11 0.37
H -5.613 0.778 3.286 -0.03 -0.08 -0.37
H -5.871 1.122 1.553 0.17 -0.25 0.15
H -5.842 -1.642 2.916 -0.08 0.14 -0.35
H -6.215 -1.446 1.196 -0.07 0.29 0.21
H -8.199 -1.820 2.679 -0.04 0.37 0.26
H -7.921 -0.222 3.507 0.07 -0.40 -0.09
H -8.075 -0.314 0.450 -0.26 -0.16 0.26
H -8.516 1.006 1.536 0.09 -0.36 -0.07
H -10.202 -1.413 2.063 -0.01 0.38 -0.07
H -10.380 -0.808 0.425 -0.20 0.30 0.37
H -12.900 1.952 -2.285 0.63 -0.88 0.12
H -3.771 5.171 0.654 0.25 -0.23 -0.28
H -2.105 4.831 1.060 -0.06 0.02 -0.46
H -2.533 5.574 -0.548 0.21 -0.29 0.24
H -3.489 2.024 -2.525 -0.30 0.34 0.20
H -4.440 3.560 -2.471 0.06 -0.27 0.56
H -2.715 3.564 -2.842 -0.38 -0.06 0.21
H -0.091 1.924 -3.148 -0.24 -0.68 0.90
O 3.986 4.793 -6.358 -3.10 0.17 2.12
P 4.612 4.889 -5.003 7.69 -0.14 -2.18
O 5.540 6.228 -5.135 -0.80 -0.30 0.48
C 4.905 7.507 -5.120 -0.09 0.29 0.06
C 4.363 7.866 -3.748 -0.11 -0.12 0.05
O 5.772 3.733 -5.157 -0.77 -0.17 0.50
C 5.690 2.748 -6.189 0.17 -0.01 -0.36
C 6.443 3.187 -7.431 0.19 0.07 -0.06
O 4.838 4.824 -3.348 -3.22 0.21 -0.77
C 3.868 4.076 -2.595 -0.02 -0.27 0.20
C 3.855 2.601 -2.962 0.03 -0.01 -0.20
H 4.110 7.532 -5.871 0.04 0.00 -0.03
H 5.662 8.235 -5.413 0.07 -0.15 -0.05
H 3.532 7.209 -3.470 -0.02 0.07 0.00
H 3.994 8.892 -3.735 0.02 -0.01 -0.05
H 5.132 7.754 -2.984 0.03 0.04 -0.05
H 4.650 2.511 -6.417 -0.02 0.16 -0.05
H 6.140 1.833 -5.797 0.04 0.12 0.17
H 6.219 4.219 -7.700 -0.22 -0.07 0.04
H 6.196 2.546 -8.278 0.02 -0.01 0.02
H 7.519 3.135 -7.261 -0.01 -0.05 0.01
H 2.878 4.519 -2.746 -0.01 0.00 0.12
H 4.126 4.193 -1.542 0.12 0.15 -0.08
H 3.506 2.453 -3.989 0.00 -0.02 0.03
H 3.188 2.047 -2.300 0.00 0.06 0.03
H 4.855 2.176 -2.896 -0.01 0.04 0.04
O 5.548 -6.321 0.140 -2.08 -1.80 -2.43
P 4.421 -6.741 1.027 2.41 3.08 6.74
O 3.850 -5.295 1.562 -0.29 -0.49 -0.47
C 3.085 -4.490 0.673 -0.18 -0.02 -0.10
C 1.708 -5.079 0.410 -0.02 -0.06 -0.08
O 5.274 -7.202 2.354 -0.36 -0.55 -0.55
C 6.671 -7.487 2.262 0.32 0.21 0.05
C 7.506 -6.259 2.572 0.02 0.16 0.16
O 3.105 -7.549 1.644 0.33 -0.33 -3.32
C 2.818 -8.851 1.084 -0.05 -0.48 0.04
C 3.932 -9.850 1.329 0.19 0.13 0.02
H 3.633 -4.347 -0.264 0.01 0.04 0.02
H 2.977 -3.513 1.148 0.14 -0.04 0.07
H 1.783 -6.013 -0.152 -0.05 0.05 -0.03
H 1.097 -4.387 -0.173 0.04 0.02 -0.01
H 1.197 -5.305 1.346 0.03 0.05 0.01
H 6.918 -7.901 1.285 -0.05 0.15 -0.07
H 6.889 -8.267 2.995 -0.21 0.02 0.04
H 7.137 -5.373 2.054 -0.01 -0.15 -0.19
H 8.547 -6.419 2.288 -0.01 -0.01 0.03
H 7.470 -6.034 3.639 0.02 -0.05 0.01
H 2.626 -8.745 0.012 -0.09 -0.03 0.03
H 1.898 -9.199 1.552 0.00 0.22 0.07
H 4.842 -9.570 0.789 -0.02 -0.05 -0.02
H 3.635 -10.843 0.990 -0.04 0.04 -0.02
H 4.186 -9.896 2.387 -0.07 -0.01 0.00

No. 3
84
Properties=species:S:1:pos:R:3:forces:R:3 method="wB97M-V/def2-TZVPD" e_above_lowest_kj_mol=9.3 gap_ev="4.23 / 6.68" homo_energy_ha="-0.1530 / -0.2444" spin_multiplicity=3 s_squared=2.005
P 0.421 -1.682 -4.555 -1.83 -1.46 -0.38
P -1.375 -4.622 -3.091 0.43 -0.09 0.62
C 0.305 -3.487 -4.973 0.13 -0.20 -0.17
C -1.027 -4.252 -4.830 -0.16 -0.88 -0.32
H 1.129 -4.001 -4.447 -0.38 0.11 -0.08
H 0.571 -3.508 -6.041 0.16 0.06 0.18
H -1.888 -3.718 -5.270 0.43 -0.19 0.14
H -0.949 -5.242 -5.306 0.10 0.51 -0.58
C -0.407 -6.040 -2.556 -0.55 -1.38 -0.73
H -0.357 -6.056 -1.458 0.00 0.06 -0.45
H 0.610 -6.017 -2.981 -0.43 0.04 0.19
H -0.939 -6.934 -2.912 0.53 -0.31 0.25
C -3.136 -4.909 -2.872 -0.54 -1.11 -0.42
H -3.336 -5.963 -3.130 -0.50 0.34 0.10
H -3.739 -4.246 -3.517 0.32 -0.29 0.27
H -3.407 -4.735 -1.818 0.16 -0.06 -0.44
C 2.157 -1.408 -4.964 0.36 0.38 0.01
H 2.464 -0.387 -4.712 0.01 -0.21 0.02
H 2.277 -1.554 -6.051 -0.22 0.05 0.37
H 2.819 -2.130 -4.457 -0.42 0.37 0.02
C -0.576 -0.988 -5.895 0.36 0.25 -0.47
H -1.629 -1.276 -5.791 0.26 0.10 0.14
H -0.196 -1.374 -6.850 -0.17 0.18 0.11
H -0.485 0.104 -5.889 -0.15 -0.17 -0.03
Ti 0.975 0.934 -1.124 1.50 -0.57 -0.25
C -1.784 -3.162 -0.287 1.64 0.99 -0.10
C -0.588 -3.775 -0.325 -0.74 -0.45 0.39
C 0.593 -3.447 -1.182 1.35 0.61 0.14
C 1.298 -2.071 -1.009 0.49 -0.80 0.22
C 0.874 -1.029 -2.011 0.14 1.34 -0.02
C -0.332 -1.118 -2.964 1.05 0.74 0.69
C -1.575 -1.861 -2.466 -0.13 0.23 -0.81
C -1.949 -1.796 -0.977 -0.97 -0.03 0.09
C -0.677 1.972 -1.505 -1.37 1.12 -0.28
H -2.611 -3.544 0.310 0.29 0.06 0.06
H -0.432 -4.670 0.285 -0.33 0.13 -0.09
H 0.344 -3.469 -2.258 0.00 -0.28 0.66
H 1.357 -4.235 -1.047 -0.37 0.22 0.09
H 1.232 -1.703 0.030 -0.29 -0.29 -0.28
H 2.380 -2.254 -1.158 -0.31 -0.01 0.08
H 1.772 -0.593 -2.522 -0.32 -0.45 -0.19
H -0.675 -0.085 -3.184 0.47 -0.28 -0.29
H -1.399 -2.960 -2.677 -0.29 1.80 0.51
H -2.448 -1.593 -3.091 0.33 0.16 0.22
H -1.447 -0.975 -0.429 0.08 -0.54 -0.17
H -3.024 -1.550 -0.932 0.31 0.07 0.02
H -1.444 1.488 -0.875 0.06 0.22 -0.36
H -0.955 1.928 -2.562 -0.34 0.34 -0.06
H -0.561 3.018 -1.163 -0.26 -0.16 -0.23
O 0.579 0.480 0.600 -0.92 -0.48 3.42
Si 0.188 0.700 2.222 0.84 -0.20 -2.00
C 1.844 0.820 3.053 -0.16 0.22 0.32
C 2.964 0.243 2.458 0.41 0.14 0.14
C 4.214 0.354 3.071 -0.07 0.03 0.19
C 4.339 1.017 4.297 -0.20 -0.08 -0.20
C 3.207 1.556 4.918 -0.26 -0.01 -0.11
C 1.957 1.457 4.297 0.78 -0.13 0.00
C -0.759 2.301 2.367 0.19 0.01 0.27
C -0.027 3.483 2.534 -0.45 0.33 -0.14
C -0.683 4.717 2.551 -0.02 0.06 0.09
C -2.074 4.785 2.429 0.10 -0.56 -0.11
C -2.808 3.597 2.287 0.21 0.14 0.10
C -2.153 2.364 2.277 -0.08 0.46 -0.04
C -0.765 -0.524 3.280 0.03 -0.73 -0.29
C -0.151 -0.946 4.472 -0.23 0.19 0.29
C -0.908 -1.400 5.554 -0.16 -0.18 -0.17
C -2.290 -1.556 5.420 0.13 0.17 -0.30
C -2.888 -1.297 4.178 0.14 -0.14 -0.07
C -2.124 -0.820 3.104 -0.19 -0.05 0.60
H 2.868 -0.289 1.504 0.01 0.30 0.36
H 5.086 -0.082 2.583 -0.13 0.11 0.18
H 5.317 1.108 4.770 -0.22 -0.02 -0.10
H 3.280 2.057 5.883 0.11 -0.13 -0.23
H 1.065 1.854 4.791 0.31 -0.03 -0.17
H 1.057 3.436 2.664 -0.31 0.09 -0.16
H -0.101 5.633 2.671 -0.19 -0.23 -0.02
H -2.588 5.746 2.446 0.15 -0.22 -0.01
H -3.894 3.631 2.197 0.24 0.03 0.04
H -2.734 1.442 2.215 0.12 0.39 -0.07
H 0.932 -0.878 4.584 -0.41 0.14 0.02
H -0.415 -1.612 6.505 -0.16 -0.07 -0.30
H -2.890 -1.894 6.268 0.15 0.14 -0.29
H -3.962 -1.447 4.055 0.29 -0.04 0.00
H -2.596 -0.658 2.131 0.05 0.07 0.35